C55H50F12GeN3O3SeTc as an isolated structure. Source: the Open Molecules 2025 dataset; level of theory: wB97M-V/def2-TZVPD.

```
126
C55H50F12GeN3O3SeTc wB97M-V/def2-TZVPD
Tc -0.31925 0.17868 -0.63724
C -6.51219 -0.51589 -4.51684
C -5.32342 -0.10196 -3.67772
C -5.07519 1.22356 -3.33951
C -4.00292 1.57008 -2.54372
C -3.10256 0.62515 -2.00028
N -2.13448 1.08781 -1.08667
C -2.40555 2.33083 -0.45870
C -3.61640 2.53253 0.21304
C -3.92543 3.73930 0.80935
C -3.03134 4.80627 0.76451
C -3.36001 6.14710 1.38340
C -1.81782 4.59109 0.13436
C -1.48971 3.37052 -0.46652
C -0.14532 3.18783 -1.16844
O 0.20440 1.90747 -1.51141
C 1.00058 3.78830 -0.28237
F 1.10585 5.12851 -0.37431
F 0.81310 3.49977 1.01887
F 2.18187 3.28363 -0.63123
C -0.17216 3.93741 -2.53277
F 1.04054 3.89692 -3.11723
F -0.53538 5.22056 -2.44949
F -1.03932 3.33010 -3.35058
C -3.28079 -0.70373 -2.45003
C -4.38854 -1.02267 -3.24921
C -2.20648 -1.77496 -2.25804
O -1.06666 -1.34480 -1.62292
C -1.68485 -2.19022 -3.69448
F -1.49157 -1.09154 -4.44027
F -2.53763 -2.99345 -4.34744
F -0.50150 -2.82112 -3.64732
C -2.67681 -3.08529 -1.51776
F -3.95852 -3.38580 -1.74788
F -2.50726 -2.96977 -0.20464
F -1.94351 -4.15015 -1.90586
H -7.22332 0.30456 -4.61768
H -7.03782 -1.36140 -4.06904
H -6.20896 -0.81714 -5.52235
H -5.72945 2.00942 -3.71093
H -3.84283 2.61721 -2.32297
H -4.33340 1.72203 0.25186
H -4.87973 3.85361 1.31786
H -4.36458 6.15028 1.80943
H -3.30482 6.94460 0.63892
H -2.65475 6.39950 2.18082
H -1.10335 5.40575 0.10658
H -4.52197 -2.05150 -3.55619
C 0.92025 0.48613 0.56276
Ge 2.60265 0.55704 1.60329
C 3.15318 -1.18320 2.31215
C 2.66503 -1.56452 3.56672
C 3.10068 -2.73517 4.18081
C 4.03706 -3.54515 3.55029
C 4.53235 -3.18167 2.30212
C 4.09475 -2.00962 1.69116
C 4.05631 1.36334 0.58839
C 4.44889 2.66546 0.91168
C 5.51338 3.27335 0.25501
C 6.21442 2.58391 -0.72851
C 5.83923 1.28842 -1.06073
C 4.76367 0.68664 -0.41346
C 2.37551 1.60388 3.22979
C 3.50976 1.73739 4.04143
C 3.42469 2.38508 5.26929
C 2.20336 2.89818 5.70643
C 1.07526 2.77442 4.90895
C 1.16319 2.13174 3.67587
H 1.95158 -0.93195 4.08839
H 2.71383 -3.00916 5.15634
H 4.38528 -4.45281 4.03234
H 5.26786 -3.80597 1.80762
H 4.50371 -1.73718 0.72472
H 3.91912 3.21779 1.67947
H 5.79257 4.28907 0.51126
H 7.04873 3.05667 -1.23511
H 6.38388 0.74215 -1.82391
H 4.46776 -0.31075 -0.70496
H 4.46526 1.33394 3.71707
H 4.30874 2.48603 5.88850
H 2.13494 3.39121 6.67027
H 0.12467 3.17624 5.24333
H 0.27427 2.04888 3.05640
C 0.36360 -5.47508 1.22039
C 0.35211 -4.83111 2.60661
C -0.02393 -3.40885 2.24656
O 0.64750 -3.12900 1.01397
C 0.96170 -4.36834 0.35884
H -0.65969 -5.68873 0.89855
H 0.94646 -6.39465 1.16770
H 1.35139 -4.85432 3.04638
H -0.35641 -5.28924 3.29772
H 0.29306 -2.67022 2.98264
H -1.09559 -3.32705 2.09409
H 2.05390 -4.45414 0.29616
H 0.55181 -4.34962 -0.65192
C -1.26741 0.21692 1.36559
C -2.48888 -0.56720 1.76673
C -3.64220 -0.71923 1.00620
C -4.77008 -1.33851 1.52476
C -4.77384 -1.81836 2.83026
C -3.63188 -1.67186 3.60740
C -2.50711 -1.05561 3.07421
H -0.50186 0.04253 2.11602
H -1.47963 1.28044 1.33768
H -3.65494 -0.37674 -0.01729
H -5.64910 -1.44782 0.89857
H -5.65923 -2.29019 3.24093
H -3.61034 -2.04191 4.62683
H -1.62779 -0.92678 3.69993
C 2.98992 -3.67061 -2.74662
N 2.69667 -2.43450 -3.47564
C 2.89333 -2.23491 -4.83402
C 2.46196 -0.99310 -5.10106
N 2.01296 -0.44739 -3.90426
C 1.51105 0.92394 -3.76407
C 2.14994 -1.33906 -2.91960
Se 1.71911 -1.41038 -1.08266
H 3.52305 -3.44433 -1.82746
H 2.06328 -4.18243 -2.49464
H 3.60486 -4.30383 -3.37801
H 3.32011 -2.99198 -5.47132
H 2.42614 -0.43838 -6.02337
H 1.97458 1.53899 -4.53218
H 1.77596 1.31361 -2.79078
H 0.43086 0.95026 -3.87398
```


C18H16Br30IN2O3P as an isolated structure. Source: the Open Molecules 2025 dataset; level of theory: wB97M-V/def2-TZVPD.

Computed properties:
- ΔE to the lowest compared entry with this formula, charge and spin: 80.5 kcal per mole

```
71
C18H16Br30IN2O3P wB97M-V/def2-TZVPD
N -1.43249 -4.66564 -1.36000
C -2.73899 -4.15587 -1.68072
C -3.79383 -5.15194 -1.93782
C -5.16140 -4.77823 -2.26763
C -5.47075 -3.37140 -2.30454
C -4.42390 -2.35968 -2.03644
C -3.04328 -2.71360 -1.74132
P -1.75088 -1.39125 -1.45874
O -2.14038 0.02674 -2.25038
I 0.35855 -2.10318 -2.57608
C -5.14749 -0.98870 -2.14778
O -4.85598 0.11901 -1.72900
N -6.34585 -1.29352 -2.84499
C -6.80983 -2.62780 -2.62374
O -7.91385 -3.06700 -2.66483
H -1.49781 -5.38414 -0.64117
H -0.92772 -4.98958 -2.18488
H -3.54384 -6.23693 -1.87342
H -5.95153 -5.52559 -2.48690
H -2.53307 -0.13108 -3.13231
H -6.51051 -0.86618 -3.75427
C 3.95289 0.52277 -0.94137
Br 2.09883 1.05786 -1.04912
Br 4.73081 0.96632 0.77336
Br 4.18447 -1.35128 -1.37904
H 4.49241 1.09141 -1.69106
C 2.50602 -4.23913 1.41480
Br 0.65412 -3.69837 1.30832
Br 3.28540 -3.79785 3.12999
Br 2.73424 -6.11114 0.98284
H 3.04624 -3.67137 0.66356
C -8.41700 2.01687 -1.16959
Br -8.29393 3.94491 -1.41891
Br -9.70583 1.22106 -2.37255
Br -6.66574 1.14474 -1.31044
H -8.78574 1.85038 -0.16053
C 8.22510 -1.60516 1.23630
Br 8.39356 0.20484 1.89396
Br 9.56491 -2.77651 1.99310
Br 6.43770 -2.29282 1.49752
H 8.40092 -1.57197 0.16642
C -5.74109 3.86757 2.14529
Br -6.62424 4.67233 3.66950
Br -6.98511 2.93185 0.99660
Br -4.69466 5.16008 1.15642
H -5.04845 3.12941 2.53478
C -8.16332 -3.61652 -6.56426
Br -8.97616 -1.93336 -7.05719
Br -7.33895 -4.48947 -8.08232
Br -6.92660 -3.40735 -5.08968
H -8.96014 -4.26606 -6.21810
C 9.04786 4.05276 2.86548
Br 10.10825 4.10073 1.24877
Br 9.52253 5.47430 4.08300
Br 7.15175 4.04568 2.48420
H 9.27469 3.11693 3.36658
C 5.68468 3.52086 6.67641
Br 5.57711 5.43336 6.41270
Br 4.55881 2.55877 5.43177
Br 7.51286 2.89491 6.62189
H 5.30717 3.31458 7.67201
C 11.41348 4.85553 8.25056
Br 11.13056 3.44467 6.95974
Br 12.84066 6.04309 7.71170
Br 9.77885 5.81795 8.62653
H 11.72491 4.38268 9.17554
C -2.05756 2.81831 -4.67486
Br -2.54764 1.19359 -5.61029
Br -3.48108 3.43648 -3.52249
Br -0.39366 2.61288 -3.71350
H -1.90003 3.58343 -5.42732
```


Largest force on an atom for every record listed, in sequence, given in eV/Å: 1.2, 4.0.
Calculated total energy for every record listed, in sequence, given in Ha: -8273.33605, -78889.98703.